# 1
A 3-piece molecular cluster, CH7NO2 overall at a distorted geometry, computed with ωB97M-V/def2-TZVPD.

Output
HOMO (eV): -9.241
LUMO (eV): -4.3
Kohn-Sham gap (eV): 4.95
Relative energy (zero: lowest compared OMol25 entry of this formula, charge and spin) (eV): 8.069

CARTESIAN COORDINATES (ANGSTROEM)
1 N 0.701904 0.646666 -0.065717
2 C -0.339650 -0.348563 -0.064633
3 O 0.399172 1.571128 2.111705
4 H -1.351836 -0.041402 -0.431514
5 H 1.003595 1.292044 0.678315
6 H -0.200031 -1.047267 -0.906977
7 H -0.497625 -0.653015 1.032134
8 H 0.501176 2.243376 2.792848
9 H 1.137385 0.906787 -0.955735
10 H -0.654061 -2.531725 -2.489206
11 O -0.700028 -2.038029 -1.701219

Forces on atoms 1 to 3 (eV/Å):
N -2.177 -2.661 -2.618
C 1.975 5.730 6.179
O 0.127 -0.277 -0.619

---

# 2
A 4-piece molecular cluster, C5H17NO4 overall at a distorted geometry, computed with ωB97M-V/def2-TZVPD.

Output
HOMO (eV): -9.519
LUMO (eV): 0.6
Structure (SMILES): CCN(C)C(C)=O.O.O.O
Kohn-Sham gap (eV): 10.16
Relative energy (zero: lowest compared OMol25 entry of this formula, charge and spin) (eV): 0.841

CARTESIAN COORDINATES (ANGSTROEM)
1 C -2.430541 1.759858 -0.372078
2 C -0.873531 1.572336 -0.529866
3 N -0.162760 0.951485 0.578490
4 C 1.037267 1.650540 0.985887
5 C -0.344563 -0.277339 1.200712
6 C -1.456534 -1.091755 0.694339
7 O 0.561405 -0.676569 1.910068
8 H -3.077425 0.953176 -0.726170
9 H -2.634694 1.847201 0.704333
10 H -2.726694 2.655525 -0.914427
11 H -0.535293 2.578706 -0.742648
12 H -0.748563 0.996570 -1.467859
13 H 1.049915 2.087354 1.972747
14 H 1.269193 2.401260 0.236018
15 H 1.974767 1.072943 0.971911
16 H -2.377224 -0.607131 0.448754
17 H -1.093125 -1.611873 -0.220387
18 H -1.732218 -1.928003 1.352495
19 O 0.535063 -2.580147 -2.036703
20 H 1.179418 -1.870014 -2.036885
21 H 0.759054 -3.265977 -1.413807
22 O 1.749727 -2.902600 0.642707
23 H 2.378363 -2.580732 1.257567
24 H 0.845593 -2.609293 0.867653
25 O 2.354546 0.420653 -1.459285
26 H 2.393147 1.311220 -1.080842
27 H 2.105713 -0.257405 -0.822719

Forces on atoms 1 to 3 (eV/Å):
C 0.602 -0.266 0.785
C -2.352 -1.060 -1.181
N 0.403 0.447 0.845